# 1
{"formula": "C15H25AgGeN2S", "method": "the ωB97M-V functional and the def2-TZVPD basis", "symbols": ["Ag", "C", "C", "C", "C", "Ge", "C", "C", "C", "C", "H", "H", "H", "H", "H", "H", "H", "H", "H", "H", "H", "H", "H", "H", "H", "H", "H", "H", "H", "N", "C", "N", "C", "C", "C", "C", "C", "C", "S", "H", "H", "H", "H", "H", "H"], "coordinates": [[-0.19, 1.89, -0.83], [-1.91, -3.10, -1.25], [-1.34, -3.57, -2.58], [0.17, -3.44, -2.60], [0.62, -1.99, -2.34], [-0.17, -1.37, -0.68], [0.25, -1.86, 1.15], [-0.75, -2.78, 1.87], [-2.10, -2.12, 2.10], [-3.12, -3.09, 2.71], [-2.98, -3.29, -1.12], [-1.96, -1.97, -1.16], [-1.42, -3.57, -0.39], [-1.80, -3.02, -3.41], [-1.62, -4.62, -2.71], [0.58, -3.76, -3.56], [0.60, -4.11, -1.84], [0.29, -1.32, -3.13], [1.71, -1.92, -2.26], [-0.84, 0.08, -0.82], [0.35, -0.91, 1.69], [1.25, -2.31, 1.09], [-0.30, -3.04, 2.83], [-0.85, -3.73, 1.33], [-2.50, -1.72, 1.16], [-1.97, -1.26, 2.76], [-3.30, -3.93, 2.04], [-4.07, -2.59, 2.89], [-2.75, -3.48, 3.66], [1.56, 3.86, -3.24], [1.73, 4.17, -1.95], [1.28, 3.43, -0.95], [1.59, 4.01, 0.29], [1.26, 3.50, 1.53], [1.64, 4.21, 2.67], [2.34, 5.40, 2.56], [2.68, 5.92, 1.32], [2.30, 5.21, 0.19], [2.58, 5.60, -1.49], [1.20, 2.97, -3.51], [1.98, 4.43, -3.96], [0.72, 2.56, 1.63], [1.39, 3.82, 3.64], [2.63, 5.94, 3.45], [3.23, 6.85, 1.24]], "charge": 2, "gap_ev": 6.19}



# 2
{"formula": "C3H10NS3", "method": "the ωB97M-V functional and the def2-TZVPD basis", "symbols": ["C", "C", "C", "N", "S", "S", "S", "H", "H", "H", "H", "H", "H", "H", "H", "H", "H"], "coordinates": [[1.84, 0.34, -0.18], [0.64, -0.10, 0.64], [-0.50, -0.77, -0.14], [-1.91, -0.10, 0.04], [-1.83, 1.64, -0.37], [-2.34, -0.34, 1.81], [-3.03, -0.82, -1.20], [2.33, -0.47, -0.66], [1.56, 1.00, -0.92], [2.58, 0.81, 0.48], [0.32, 0.73, 1.19], [0.95, -0.80, 1.47], [-0.23, -0.64, -1.25], [-0.36, -1.86, 0.09], [-2.68, 1.57, -1.33], [-1.57, -1.43, 1.88], [-3.11, -2.14, -0.73]], "charge": 1, "multiplicity": 3, "s2": 2.016, "gap_ev": [6.72, 5.40]}



In the order shown, the computed largest force on an atom values come out to 0.009 0.069 Eh/bohr.
In the order shown, the computed ΔE to the lowest compared entry with this formula, charge and spin values come out to 0.000 0.666 eV.
In the order shown, the computed energy values come out to -3317.555487 -1369.115958 Eh.